DFT (ωB97M-V/def2-TZVPD) results for one molecule with the formula C6H10O at a distorted geometry.

Structure (XYZ):
```
17
Properties=species:S:1:pos:R:3:mulliken_charge:R:1
C 0.2886 -1.9064 -1.3098 -1.176
C -0.0742 -0.6865 -0.5122 0.400
C -1.3541 -0.7782 0.2074 -0.923
C 0.6475 0.4470 -0.4783 -0.312
C 0.8561 1.1455 0.8267 -0.765
C 0.0369 2.3393 1.2256 0.021
O -1.0090 2.6712 0.7212 -0.471
H -0.5011 -2.4076 -1.8854 0.324
H 0.6402 -2.6242 -0.5541 0.270
H 1.1328 -1.6648 -1.9533 0.377
H -1.4634 -0.3885 -0.9505 0.212
H -1.7613 0.0607 0.7734 0.356
H -1.6417 -1.7566 0.6519 0.249
H 1.1361 0.8183 -1.3725 0.378
H 1.9161 1.4298 0.8977 0.380
H 0.6871 0.3992 1.6251 0.329
H 0.4634 2.9019 2.0873 0.350
```

The maximum force comes out at 3.53 eV/Å. Its energy above the lowest of the compared OMol25 structures with the same formula, charge and spin is 279.5 kJ/mol.

***

DFT (ωB97M-V/def2-TZVPD) results for C10H14N2O as an isolated structure at a distorted geometry.

Structure (XYZ):
```
27
Properties=species:S:1:pos:R:3:mulliken_charge:R:1
C -1.6800 0.9709 0.4612 0.373
C -2.8864 0.5830 -0.0568 -0.356
C -3.2785 -0.8150 -0.4084 -0.441
C -2.3201 -1.7439 -0.4111 -0.529
C -0.9472 -1.5068 0.0210 -0.456
C -0.6891 -0.1992 0.4112 0.567
C 1.3138 0.9662 -0.5724 -0.834
C 2.7931 1.0980 -0.5557 -0.321
C 2.4811 -1.2798 0.0531 -0.225
C 1.4230 -0.9487 0.9724 -0.537
H -0.6462 2.5889 1.2371 0.316
H -2.1798 3.3943 -0.1870 0.294
H -3.5486 1.4774 -0.4458 0.033
H -4.3734 -0.9032 -1.2454 0.169
H -2.9828 -2.6974 -0.8059 0.126
H -0.1911 -2.2153 0.0723 0.379
H 0.6978 0.5225 -1.3663 0.458
H 0.9711 1.9218 -0.6147 0.612
H 3.1404 1.4408 0.4667 0.258
H 3.2232 1.6392 -1.4692 0.273
H 3.0608 -1.9494 0.7877 0.242
H 2.2117 -2.0138 -0.6762 0.290
H 1.7219 -0.7231 2.0670 0.209
H 0.7960 -1.8921 0.9785 0.282
N -1.1925 2.3571 0.2472 -0.643
N 0.5899 0.3641 0.6117 -0.121
O 3.1322 -0.2983 -0.5373 -0.416
```

The maximum force comes out at 5.93 eV/Å. Its energy above the lowest of the compared OMol25 structures with the same formula, charge and spin is 992.6 kJ/mol.